Below is 2 unconnected molecules or ions with the total composition C9H12ClNO3Si in a non-equilibrium geometry, with properties calculated with ωB97M-V with the def2-TZVPD basis set.

Summary:
**LUMO level**: -0.3 eV
**Orbital gap**: 8.736 eV
**Energy above the lowest of the compared OMol25 structures with the same formula, charge and spin**: 3.346 eV
**SMILES string**: C=[Si](Oc1ccccc1CCl)[N+](=O)[O-].C
**HOMO level**: -9.08 eV
**DFT total energy**: -1380.1554 Ha

```
27
Properties=species:S:1:pos:R:3:forces:R:3
Si -1.5556 -0.5509 -0.8897 -0.482 -2.137 -0.852
H 0.4699 2.0281 2.4716 -0.059 -0.682 0.205
H 0.0579 2.1224 -2.8020 -0.492 -0.565 -0.362
C 2.1594 2.3098 0.3452 0.180 -0.026 -0.176
C 0.6492 2.0972 -1.9128 -1.486 0.073 0.807
H -2.0000 -2.8418 -1.5726 0.717 1.245 -0.287
H 2.1284 3.0956 -2.8937 0.779 0.787 -1.703
H 3.5610 3.4495 -0.8683 0.831 0.319 0.051
O -2.5117 0.0798 1.4123 -0.705 0.070 0.570
O -1.0674 0.9541 -0.7499 -0.081 0.640 0.188
H -0.8168 -3.7771 2.4317 -0.338 0.276 1.140
C 0.4122 1.1911 1.7645 -0.123 0.857 -1.319
C 2.6287 2.9568 -0.8065 -1.879 -2.179 -0.108
C 1.8357 2.7257 -1.9747 1.397 0.979 2.647
H -0.6110 0.9710 1.4737 -0.132 -0.581 1.362
C 0.8977 1.7188 0.4410 0.260 0.102 -0.067
H -0.4147 -2.9053 0.9505 0.689 -0.546 0.364
C -1.3480 -1.9686 -1.8776 -2.497 0.826 3.015
H 2.6907 2.0017 1.2412 0.851 1.144 -0.060
H -0.6161 -2.1920 -2.5638 1.557 -0.116 -1.473
C 0.1181 1.6608 -0.6844 0.879 -0.745 -1.694
O -3.7276 -1.4481 0.4906 -1.201 -0.721 0.121
H 0.4175 -4.5817 1.4441 -1.551 1.394 -0.497
Cl 1.3564 -0.2274 2.3206 -0.427 0.289 -0.043
C -0.5191 -3.8986 1.4248 1.569 -0.346 -0.634
H -1.3436 -4.3275 0.8960 -0.357 -0.799 -0.330
N -2.8514 -0.6435 0.4884 2.101 0.443 -0.863
```
Forces are in eV/Å.

Atomic partial charges in e from the natural (NBO) method, atoms 1 to 8: atom 1 (Si): 1.776, atom 2 (H): 0.231, atom 3 (H): 0.225, atom 4 (C): -0.168, atom 5 (C): -0.259, atom 6 (H): 0.270, atom 7 (H): 0.211, atom 8 (H): 0.222

Below is a molecular structure, C25H32CrN4S4, with properties calculated with ωB97M-V with the def2-TZVPD basis set.

Summary:
**LUMO level (spin up / spin down)**: 2.3 / 2.3 eV
**Multiplicity**: 4
**Orbital gap (spin up / spin down)**: 5.119 / 5.154 eV
**⟨S²⟩**: 3.8049
**Charge**: -1
**HOMO level (spin up / spin down)**: -2.78 / -2.81 eV
**DFT total energy**: -3828.1510 Ha

```
66
Properties=species:S:1:pos:R:3:forces:R:3
C 0.4730 1.6859 2.9466 0.106 0.243 0.096
C -3.1735 -1.2383 -3.5608 -0.016 -0.026 -0.003
H 0.2446 1.6435 4.0166 0.014 -0.146 -0.024
C -4.2211 0.9932 2.4732 0.024 -0.014 0.031
H 2.8698 1.3108 -2.1027 -0.028 -0.001 0.073
C -3.3925 -0.8457 -1.1968 0.102 0.095 0.097
C 0.1558 -3.8563 -0.0767 0.048 -0.062 -0.009
H -0.3258 1.6296 -3.9567 0.027 -0.128 0.018
H 3.0477 0.0991 1.9072 0.001 -0.030 -0.064
H -4.8573 -1.8459 -2.3800 0.003 0.000 0.026
C -0.0286 1.7139 -2.9044 -0.057 0.227 -0.151
H 0.0272 -1.6108 2.4818 -0.004 0.015 -0.004
H 0.7670 -1.5319 -2.6431 0.005 0.025 -0.031
N 2.7228 0.5153 -0.1382 -0.251 -0.116 -0.113
C -2.2346 0.5586 1.1515 0.017 -0.024 0.259
C 0.7615 -1.4836 -0.0884 0.141 -0.741 -0.019
H -1.5681 0.5075 4.4853 0.025 -0.001 -0.030
C -3.8930 -1.3513 -2.3799 0.005 0.004 -0.084
C 1.4828 -4.2248 -0.2588 0.058 0.063 -0.017
H -0.7303 2.3718 -2.3907 0.031 -0.016 0.050
H -3.9981 0.8344 4.6110 0.014 0.031 -0.003
C 2.4461 -3.2340 -0.3639 -0.031 -0.139 0.036
H -5.2722 1.2519 2.5166 0.000 -0.009 -0.022
C -3.5079 0.7882 3.6473 -0.024 0.001 -0.007
C -1.9142 -0.6605 -3.5159 0.069 -0.003 -0.058
C -1.4989 0.5134 2.3433 -0.204 0.012 -0.207
H 1.5629 -0.7930 2.7613 -0.023 0.005 0.005
H -3.9514 -0.9838 -0.2844 -0.045 0.046 0.020
C 0.8953 -0.5085 -2.9875 0.110 -0.076 -0.013
H -1.3392 -0.6029 -4.4313 0.052 0.022 0.025
H 4.3378 1.4824 -1.1254 -0.011 -0.070 0.042
H 0.0020 2.5746 2.5362 0.031 -0.006 -0.063
H 4.4216 0.8538 1.0809 -0.015 -0.043 -0.052
S 1.5337 4.7066 0.9296 -0.537 -0.114 -0.465
H 2.9253 2.5044 -0.8011 0.036 -0.014 0.027
H -1.2280 -2.2587 0.1550 0.030 -0.014 0.007
H 0.9663 2.1534 -2.8459 -0.047 -0.033 0.037
C 3.1521 -0.8505 -0.5204 0.017 -0.157 -0.058
C -2.1405 0.5820 3.5686 0.058 0.052 0.123
H 1.7651 -5.2688 -0.3208 -0.012 -0.001 0.002
N -1.5488 0.3223 -0.0209 -0.136 -0.127 -0.093
H 0.7299 -0.4667 -4.0669 -0.042 0.052 -0.006
S 0.4521 3.0249 -0.0449 0.683 -0.138 -0.181
H -3.5676 -1.6140 -4.4957 -0.006 0.001 0.009
C 3.3275 0.8429 1.1632 -0.076 0.031 0.250
H -4.1440 1.1077 0.3421 -0.005 -0.045 -0.024
C -3.5954 0.8917 1.2468 0.054 -0.060 -0.080
H 3.4290 -0.8583 -1.5791 -0.020 0.067 0.041
S -1.4531 3.6110 -0.1483 -0.688 0.348 0.022
Cr 0.3823 0.4935 -0.0222 0.419 0.758 0.284
H 3.0191 1.8331 1.4978 0.024 0.045 -0.083
S 2.9608 4.1882 2.2203 0.442 -0.234 0.400
C 0.4876 -0.7244 2.9095 0.016 -0.176 0.068
N -0.0369 0.4821 2.2456 -0.064 -0.173 -0.243
H -0.6122 -4.6175 -0.0037 -0.017 0.019 0.013
N -0.0333 0.3785 -2.2625 0.004 0.025 0.173
C 2.0858 -1.8916 -0.2908 0.056 0.241 0.066
C -0.1827 -2.5148 0.0099 -0.218 0.153 0.060
C 3.2408 1.5049 -1.0982 0.083 0.245 -0.038
C -2.1451 -0.1893 -1.1448 0.068 -0.076 -0.118
H 1.9218 -0.2001 -2.8013 -0.119 0.012 -0.046
H 0.2928 -0.7051 3.9866 -0.039 0.086 -0.016
C -1.3894 -0.1735 -2.3316 -0.166 -0.015 0.132
H 3.4866 -3.5094 -0.5099 0.006 0.024 -0.003
H 4.0600 -1.1199 0.0304 0.061 0.072 -0.041
H 1.5475 1.7788 2.8300 -0.037 0.011 -0.024
```
Forces are in eV/Å.

Atomic partial charges in e from the natural (NBO) method, atoms 1 to 8: atom 1 (C): -0.410, atom 2 (C): -0.275, atom 3 (H): 0.178, atom 4 (C): -0.189, atom 5 (H): 0.192, atom 6 (C): -0.269, atom 7 (C): -0.217, atom 8 (H): 0.176

Below is a molecular structure, C48H49BrEuI2N6O5S2 in a non-equilibrium geometry, with properties calculated with ωB97M-V with the def2-TZVPD basis set.

Summary:
**LUMO level (spin up / spin down)**: 0.1 / 0.1 eV
**Multiplicity**: 8
**Orbital gap (spin up / spin down)**: 4.972 / 7.087 eV
**⟨S²⟩**: 15.7593
**Energy above the lowest of the compared OMol25 structures with the same formula, charge and spin**: 0.000 eV
**HOMO level (spin up / spin down)**: -4.87 / -6.98 eV
**DFT total energy**: -7239.4871 Ha

```
114
Properties=species:S:1:pos:R:3:forces:R:3
H -2.7366 -2.4156 -3.2428 -0.050 0.019 -0.054
C -0.6073 7.2516 -0.4826 0.004 -0.027 -0.039
H -1.3801 -1.3997 -5.0010 0.019 0.060 0.023
C -0.5450 -2.5681 3.4778 -0.044 -0.028 -0.094
H -1.0423 -2.9444 -3.4868 -0.024 -0.013 0.019
H 6.1028 2.4648 0.0553 -0.002 0.024 0.003
C -3.8878 1.1759 0.2399 -0.251 -0.015 -0.126
C 5.0499 2.1839 0.0776 -0.037 0.075 -0.013
C 1.7905 -4.1594 -2.8260 0.011 -0.016 0.088
C -3.2666 2.4221 0.4080 -0.123 -0.044 0.114
C -4.1380 -1.0625 0.1729 0.662 1.880 0.166
H 2.4409 -5.0029 -0.2643 -0.060 -0.037 0.045
C -0.6855 -1.6282 5.6656 -0.017 0.041 0.070
H 1.3271 -4.1935 -3.8147 0.031 0.011 0.058
H -0.7028 2.9989 5.7580 -0.014 -0.032 -0.065
N 3.4313 0.7275 1.1897 0.122 -0.067 0.101
H -5.8103 -3.1913 0.0212 0.020 -0.038 0.011
N -1.2377 3.8121 -1.7246 -0.267 -0.070 0.312
H -5.9918 4.4407 0.0853 0.067 -0.158 0.005
C -4.0348 3.5789 0.3537 0.193 -0.126 0.072
H 1.4611 -2.0744 -2.4279 0.025 0.048 -0.015
C -0.9841 0.6757 -5.3804 -0.005 -0.035 -0.002
I -0.8099 0.8789 7.9203 -0.002 -0.016 -0.001
N 0.1409 4.3867 -3.3880 0.090 0.128 0.217
H -2.8139 -6.1993 0.5805 -0.059 0.123 -0.013
H 3.3848 -0.6190 2.8224 0.012 0.041 -0.033
C -0.6604 2.1399 3.7820 0.068 -0.057 0.087
C 2.5347 0.9824 -2.3788 0.223 -0.010 0.131
H 5.3590 0.6611 -1.4098 0.024 -0.032 -0.034
H -1.8413 -3.1756 -1.9072 0.012 -0.034 0.088
C -4.4329 -4.7999 0.2875 0.152 -0.078 0.025
H -5.1999 -5.5643 0.2250 0.044 0.062 0.000
H 2.6031 -4.8956 -2.8165 -0.092 0.070 -0.015
C -0.7031 2.0799 5.1847 0.037 0.058 -0.227
C 4.6671 1.4885 -1.2092 -0.111 -0.050 -0.025
H -0.6226 -3.7312 5.2921 0.010 0.057 -0.004
C -5.4114 3.5232 0.1262 -0.214 -0.283 -0.054
H -7.1202 2.2365 -0.1588 0.140 0.031 0.002
Eu -0.8104 -0.8242 0.3884 0.066 0.209 -0.789
H 4.7315 2.1737 -2.0532 0.005 0.047 -0.038
H 1.2580 6.9940 -3.3430 -0.076 -0.019 0.086
O 0.6910 -2.4943 -0.2473 1.065 -1.083 -0.067
C -2.1279 -4.1499 0.5584 0.026 -0.349 -0.031
H 1.2469 -4.7025 1.0143 0.085 -0.031 0.041
H -0.7408 -1.7288 6.7433 0.010 0.008 -0.062
C 4.7891 1.2509 1.2376 -0.138 -0.090 0.047
C -0.6441 -0.2680 3.6794 0.048 -0.278 0.052
H 4.4541 3.0927 0.1945 0.015 -0.026 -0.008
H 2.9506 1.0626 3.2000 0.001 0.029 0.006
C -2.3912 -2.7778 0.4538 -1.136 -0.363 0.078
C -1.1971 -0.4307 -4.5590 -0.011 -0.025 -0.167
C -0.8614 5.1171 -1.4588 -0.129 -0.099 -0.014
C 2.8947 -4.1810 3.1018 -0.035 -0.026 -0.034
S 2.1093 -2.6858 0.2432 -0.376 0.011 -0.067
H 3.8690 -3.4729 -1.1497 -0.018 0.139 -0.079
Br -0.9995 0.4232 -7.2551 -0.003 -0.016 -0.067
C -1.1593 -0.2661 -3.1886 -0.092 -0.298 -0.125
H -2.0270 3.3360 -1.2886 0.222 0.118 -0.183
H -0.8302 7.9745 0.2947 0.024 -0.063 -0.062
O -0.6470 1.0243 1.6858 0.062 1.084 1.379
O -0.8389 1.1031 -1.3173 -0.229 -0.242 0.126
H -2.2122 2.4480 0.6623 -0.011 -0.010 0.030
C 2.3100 -2.7543 -2.5229 0.004 -0.110 -0.051
C -4.7689 -3.4635 0.1755 0.241 0.445 -0.007
H 2.0800 -4.8062 3.4829 0.081 0.087 -0.053
C -5.2813 1.1322 0.0547 0.140 -0.063 0.007
C -0.7760 1.9320 -4.8685 -0.022 0.192 0.006
N -0.5524 -1.3920 2.9049 -0.019 0.465 0.380
N 3.2979 1.0001 -1.1368 0.032 -0.024 0.010
C 2.7119 0.6004 0.0379 -0.074 0.403 -0.004
C 0.5829 6.7229 -2.5378 0.086 0.102 -0.022
C -0.6087 3.4441 -2.8926 -0.039 -0.009 -0.210
I -0.4692 4.0013 2.8506 -0.045 -0.111 -0.024
N -3.2594 -0.0580 0.2725 -1.589 -1.096 -0.034
C 2.2445 -4.4430 0.6493 0.108 -0.073 0.096
H -1.8537 5.7146 0.3809 0.146 0.067 -0.133
H -1.0876 -4.4751 0.6835 -0.148 0.044 -0.017
C -0.6152 -2.7339 4.8693 0.001 -0.122 0.105
H 3.1027 0.4694 -3.1611 -0.007 0.025 0.041
H 2.3169 1.9992 -2.7222 0.007 -0.024 0.025
C 3.1491 -2.6531 -1.2540 0.088 0.050 0.026
H 4.9015 1.7816 2.1823 0.024 0.023 0.069
O -1.2985 -1.2666 -2.2810 -0.099 -0.051 -0.137
H 0.7014 8.6033 -1.5282 -0.031 -0.083 -0.002
H 2.9219 -2.3863 -3.3490 0.030 -0.049 -0.033
H 5.5167 0.4309 1.2395 0.025 -0.045 -0.004
H 2.5371 -3.1461 3.0833 0.033 -0.092 -0.010
H -0.4799 1.9592 -1.0585 0.161 0.102 0.228
C -1.1878 5.9978 -0.4288 -0.001 0.004 0.013
H 3.7213 -4.2353 3.8148 -0.077 -0.014 -0.077
H 1.8184 0.0391 2.3168 -0.183 -0.043 -0.057
H -0.5151 -3.4277 2.8131 0.009 0.039 0.039
C -0.9383 1.0059 -2.6633 0.100 0.131 0.274
C -1.7603 -2.5319 -2.7732 0.227 0.149 -0.050
S -5.8074 -0.5251 -0.0166 0.390 0.076 -0.023
C 0.0024 5.4553 -2.5015 0.128 0.030 -0.239
C -0.6649 0.9993 2.9685 0.071 0.391 -0.325
H 3.6928 -1.7045 -1.2143 -0.080 -0.075 -0.039
C 2.8633 0.2713 2.4541 0.215 0.057 -0.174
C -0.7342 0.8761 5.8289 -0.013 -0.081 0.155
H -0.6223 2.7968 -5.5013 -0.024 -0.090 0.014
H 1.0331 -4.4646 -2.0960 0.112 0.055 -0.089
C -0.6940 -0.3345 5.0923 0.012 -0.082 -0.022
C 0.2679 7.6093 -1.5244 0.002 -0.035 -0.018
C -6.0447 2.2928 -0.0161 -0.069 0.241 0.038
O 1.5572 0.1680 0.0524 0.253 -0.134 -0.237
C -0.7804 2.1000 -3.4805 -0.016 0.468 -0.335
C -3.0940 -5.1511 0.4872 -0.112 0.213 -0.031
C 3.3290 -4.6517 1.7116 -0.056 0.127 0.026
H 1.6040 0.4535 -2.2222 -0.070 -0.061 0.050
C -3.7703 -2.4645 0.2637 0.264 -1.217 0.033
H 4.2443 -4.1235 1.4095 -0.096 -0.070 0.002
H -3.5649 4.5455 0.5267 -0.103 -0.221 -0.048
H 3.5868 -5.7116 1.7405 0.014 -0.003 -0.003
```
Forces are in eV/Å.

Atomic partial charges in e from the Löwdin method, atoms 1 to 8: atom 1 (H): 0.111, atom 2 (C): -0.088, atom 3 (H): 0.102, atom 4 (C): -0.137, atom 5 (H): 0.088, atom 6 (H): 0.119, atom 7 (C): -0.289, atom 8 (C): -0.152